36
Properties=species:S:1:pos:R:3 method="wB97M-V/def2-TZVPD" lumo_ev=0.43 gap_ev=10.1 smiles=CN[C@@H](C)CN.O.O.O.O.O.O multiplicity=1
C -2.8586 -2.2659 -1.8343
N -1.4529 -1.9385 -1.6332
C -1.0571 -0.0898 -3.2953
C -1.0368 -0.5346 -1.8389
C -1.8319 0.4574 -0.9853
N -1.6989 0.3286 0.4658
H -3.3550 -2.3792 -0.8637
H -3.4592 -1.5240 -2.3578
H -2.9946 -3.2267 -2.3210
H -0.8737 -2.5240 -2.2163
H -0.6136 -0.8405 -3.9555
H -0.6084 0.8912 -3.4094
H -2.0904 -0.1775 -3.6566
H -0.0272 -0.5270 -1.4206
H -1.5600 1.4458 -1.3561
H -2.9045 0.3520 -1.1466
H -0.7677 0.6319 0.7828
H -1.6453 -0.6564 0.7186
H 1.8691 1.6059 3.6922
H 1.3286 0.1168 3.7275
O 2.0845 0.6888 3.8697
H 3.8607 0.4880 2.4333
H 3.5972 -0.0274 1.0481
O 4.2741 0.4446 1.5614
H 1.4063 -1.0380 -0.3378
H 2.7907 -1.8340 -0.3391
O 2.3605 -0.9780 -0.3025
H -0.7095 -2.2350 0.1655
H -0.7855 -3.1215 1.5380
O -0.2308 -2.7011 0.8796
H -1.0869 2.6371 1.2800
H -1.6111 3.9337 0.5187
O -1.1055 3.6006 1.2638
H 2.2892 2.5753 0.4481
H 1.0261 3.1623 1.0762
O 1.3439 2.4164 0.5511

---

14
Properties=species:S:1:pos:R:3 method="wB97M-V/def2-TZVPD" lumo_ev=-0.06 gap_ev=8.3 multiplicity=1
C -2.4337 -0.3883 -0.1840
C -1.0930 -0.4710 -0.3758
C -1.5016 1.3742 0.8535
C 3.1693 0.0505 0.2288
N -2.6734 0.8038 0.5526
N -0.5280 0.6214 0.2705
P 2.2395 -1.1807 -0.3651
H -3.1321 -1.0467 -0.8011
H -0.7120 -1.3403 -0.9551
H 4.1253 0.4147 -0.0788
H -3.5255 1.2271 0.8518
H 2.7094 0.5563 1.1256
H 0.3916 1.0271 0.4441
H 2.9642 -1.6481 -1.5670